Molecular formula: C27H51GaN2O2P3
Method: DFT, ωB97M-V/def2-TZVPD

```
86
Properties=species:S:1:pos:R:3:forces:R:3:mulliken_charge:R:1
Ga -0.19046 0.42645 -1.18097 0.9 1.3 -2.5 0.239
P 0.28151 -1.40560 1.52495 0.2 -0.7 0.6 1.207
P 0.00384 -1.66221 -2.12753 0.0 -1.2 -1.1 0.874
P -1.12228 1.87703 1.19860 -2.1 2.0 1.2 1.140
H -4.48890 1.17192 -5.75779 0.1 0.2 0.4 0.288
C -4.18465 2.16887 -5.43029 -0.2 0.2 -0.1 -0.537
C -2.94056 2.62627 -5.51974 -0.7 0.1 -1.0 -0.504
H -2.13778 2.00539 -5.90546 0.1 0.2 0.1 0.310
C -1.21871 -2.12931 2.30089 -0.2 0.1 -0.2 -1.522
C 1.27461 -2.94875 1.34768 0.2 -0.2 -0.3 -1.092
C 1.13609 -0.72155 3.00221 0.1 0.5 0.2 -1.311
C -0.41218 -1.36008 -3.86947 0.0 0.1 0.1 -1.215
C 1.64649 -2.46132 -2.17709 0.2 0.2 0.2 -1.174
C -1.16912 -2.89195 -1.49765 -0.1 0.0 0.2 -0.980
C -1.76300 3.43673 0.53475 0.2 -0.3 -1.0 -1.019
C 0.12596 2.56147 2.37107 1.3 -0.6 0.2 -1.527
C -2.46182 1.26788 2.25879 0.0 -0.8 -0.1 -1.517
H -4.96023 2.86472 -5.09708 0.0 -0.4 -0.2 0.249
H -2.81294 3.70822 -5.41732 0.4 -0.5 0.0 0.338
H -0.92745 -2.76652 3.15111 -0.2 0.2 -0.3 0.514
H -1.75280 -2.73544 1.55663 0.0 0.1 0.3 0.371
H -1.89140 -1.33350 2.64449 0.1 -0.4 0.0 0.314
H 1.09823 -3.61959 2.20678 0.1 0.3 -0.3 0.514
H 2.35139 -2.71501 1.30224 -0.3 0.0 0.0 0.123
H 1.00577 -3.48929 0.43026 0.1 0.0 0.4 0.358
H 0.58733 -0.98573 3.92019 0.2 0.1 -0.3 0.509
H 1.18865 0.37222 2.92463 0.2 -0.4 0.2 0.093
H 2.16527 -1.10602 3.07998 -0.5 0.1 0.0 0.421
H -0.19783 -2.28399 -4.41622 -0.1 0.1 0.0 0.579
H 0.20686 -0.54310 -4.26316 -0.2 -0.2 0.1 0.411
H -1.47039 -1.09549 -3.97592 0.3 0.0 0.0 0.321
H 1.54813 -3.35903 -2.81201 0.0 0.3 0.2 0.600
H 1.98614 -2.76211 -1.17498 -0.1 0.1 -0.5 0.233
H 2.39457 -1.78113 -2.61592 -0.2 -0.3 0.1 0.418
H -1.05705 -3.81330 -2.09198 0.0 0.3 0.1 0.501
H -2.19440 -2.51435 -1.60351 0.2 -0.1 0.0 0.280
H -0.98103 -3.12909 -0.43985 -0.1 0.1 -0.5 0.070
H -2.04020 4.08444 1.37678 0.2 -0.3 0.0 0.659
H -2.63291 3.26971 -0.09880 0.0 -0.1 0.0 -0.102
H -0.98983 3.94321 -0.05454 -0.2 0.0 0.0 0.419
H -0.11531 3.61765 2.59686 -0.3 -0.4 -0.6 0.522
H 1.14126 2.54461 1.95354 -0.2 0.0 0.2 0.301
H 0.12570 2.02935 3.33459 -0.1 0.0 -0.5 0.616
H -3.09063 2.10516 2.59264 0.3 0.0 -0.2 0.518
H -2.05768 0.74945 3.13904 -0.1 0.1 -0.3 0.494
H -3.07953 0.57742 1.67327 -0.1 0.1 0.2 0.444
C -2.17485 1.89264 -2.66720 -0.9 0.0 0.4 1.092
C -3.21456 0.98955 -2.29851 0.7 -0.2 1.2 -0.062
C -4.36398 1.49451 -1.66213 -0.4 0.7 0.1 -0.635
C -4.48301 2.89065 -1.50895 -0.2 -0.7 0.5 -0.659
C -3.60312 3.78751 -2.17663 -0.5 -1.1 0.1 -1.070
C -2.54557 3.26050 -2.88574 0.4 -0.3 0.0 -0.954
O -0.90112 1.48254 -2.80095 1.0 -0.7 1.5 -0.864
H -1.38696 0.70607 0.04384 0.1 1.3 1.1 0.317
H -3.09377 -0.09951 -2.46092 0.0 0.7 0.1 0.322
H -5.15085 0.80298 -1.27440 0.8 0.7 -0.4 0.469
H -5.25957 3.27398 -0.83789 0.1 0.0 -0.6 0.493
H -3.78358 4.85856 -2.10619 0.0 -0.2 -0.4 0.490
H -2.06758 3.80975 -3.69298 0.7 0.2 1.0 0.946
C 6.10615 -3.34471 1.90107 -0.1 -0.2 0.0 -1.190
C 6.31584 -2.09416 1.08548 0.9 -0.3 -0.1 -0.597
N 5.18675 -1.17276 1.06552 -0.1 0.6 -0.5 0.559
C 4.90467 -0.49599 2.34238 -0.2 -0.1 -0.4 -0.505
C 5.82531 0.67775 2.63558 0.1 -0.1 0.1 -1.150
C 4.88629 -0.63373 -0.15512 1.0 -1.5 0.5 -0.021
O 5.30249 -1.11383 -1.20496 -0.9 1.0 0.4 -0.620
C 3.93976 0.52672 -0.19423 -0.3 0.5 -0.5 -0.498
C 4.34009 1.86545 -0.20637 -0.5 0.5 0.1 -0.018
C 3.37709 2.86057 -0.43433 -0.5 0.3 -0.2 -1.181
C 2.07378 2.50474 -0.78046 0.0 -0.5 0.0 -0.219
N 1.71615 1.19812 -0.80091 -0.9 -0.7 0.7 0.027
C 2.61153 0.24303 -0.43762 -0.2 0.1 -0.3 0.447
H 6.03768 -3.13890 2.96913 0.0 -0.2 0.0 0.357
H 6.94671 -4.01888 1.71299 -0.1 0.1 0.2 0.405
H 5.20982 -3.86020 1.56252 -0.2 -0.1 0.1 0.261
H 7.17508 -1.54245 1.49077 0.0 -0.1 -0.2 0.242
H 6.55641 -2.39883 0.06422 -0.1 0.4 0.2 0.512
H 3.86198 -0.17900 2.30923 0.0 0.1 0.1 -0.222
H 4.98130 -1.25838 3.12288 0.0 0.1 -0.1 0.659
H 5.55582 1.54380 2.01883 0.2 -0.1 0.3 0.232
H 5.74552 0.94482 3.69741 0.1 0.1 -0.3 0.437
H 6.86320 0.39071 2.42295 -0.2 0.2 0.1 0.267
H 5.36870 2.15732 -0.00111 -0.2 -0.1 -0.2 0.831
H 3.58013 3.93586 -0.36914 0.3 -0.6 -0.1 0.491
H 1.26293 3.20144 -1.04310 0.7 -0.1 0.1 0.566
H 2.27012 -0.79784 -0.36853 0.0 0.6 -0.2 0.291
```
Positions in Å, forces in eV/Å.

Lowest unoccupied orbital energy (spin up / spin down) = -11.8 / -11.8 eV
Spin multiplicity = 1
Total charge = +3
Calculated total energy = -116115.199 eV
F_max = 3.15 eV/Å
Frontier orbital gap (spin up / spin down) = 3.6 / 3.7 eV



Molecular formula: C27H52Cl3EuN6S
Method: DFT, ωB97M-V/def2-TZVPD

```
90
Properties=species:S:1:pos:R:3:forces:R:3:mulliken_charge:R:1
Eu 1.55581 -1.33633 0.68022 0.0 0.0 0.0 0.979
C 1.80449 -1.72163 4.34733 0.1 0.0 0.0 0.210
C 1.97803 -0.22462 4.10442 -0.1 0.1 -0.1 -0.963
N 2.24654 0.17371 2.69799 -0.2 0.0 0.1 0.020
C 1.68613 1.49475 2.34665 -0.1 -0.1 0.1 -1.148
C 0.17199 1.45738 2.17161 -0.2 0.0 0.0 -0.754
N -0.31156 0.52167 1.14384 0.0 0.1 -0.1 1.205
C -1.75881 0.31220 1.27775 0.0 0.0 0.0 -1.189
C -2.42618 -0.69209 0.30542 -0.1 0.0 0.0 -0.926
C -1.62543 -1.46445 -0.74100 0.1 0.0 0.1 -0.671
N -0.61702 -2.42528 -0.24498 -0.1 0.0 0.1 -0.048
C -1.10186 -3.47504 0.66738 -0.1 0.0 0.0 -1.129
C -0.96995 -3.12071 2.14224 0.0 0.0 0.1 -0.757
N 0.39977 -2.75042 2.52370 -0.1 -0.1 0.1 0.261
C 0.46037 -2.31425 3.93288 -0.1 0.0 -0.1 -0.937
H 1.91372 -1.87631 5.42313 0.0 0.0 0.0 0.617
H 2.61942 -2.28607 3.88732 0.0 0.0 0.0 -0.754
H 2.78458 0.15579 4.73617 0.0 0.0 0.1 0.501
H 1.07004 0.28848 4.42781 0.0 0.0 0.0 0.253
H 3.25289 0.22263 2.59220 0.1 0.0 0.0 0.315
H 2.15197 1.84759 1.42409 0.0 0.0 0.0 0.313
H 1.90504 2.23517 3.12505 0.0 0.1 -0.1 0.508
H -0.17156 2.48002 1.96251 0.0 0.0 0.1 0.207
H -0.29206 1.16937 3.11727 0.0 0.0 0.0 0.553
H -0.13023 0.94865 0.23111 -0.1 0.1 -0.1 -0.569
H -2.29120 1.26973 1.19586 0.0 0.0 0.0 0.434
H -1.92394 -0.02474 2.30349 0.0 0.0 0.0 0.490
H -3.17226 -0.14314 -0.27406 0.0 0.0 0.0 0.526
H -3.00442 -1.40880 0.89439 0.0 0.0 0.0 0.361
H -1.10237 -0.76519 -1.39937 0.0 0.0 0.0 0.032
H -2.36094 -1.99792 -1.35580 0.0 0.0 0.0 0.493
H -0.25667 -2.89605 -1.06689 0.1 0.0 -0.1 0.311
H -0.51782 -4.37674 0.47216 0.0 0.0 0.0 0.479
H -2.14989 -3.72299 0.46010 0.0 -0.1 0.0 0.402
H -1.32840 -3.97762 2.72733 0.0 0.0 0.0 0.475
H -1.61955 -2.27940 2.39005 0.0 0.0 0.0 0.364
H 0.99806 -3.57467 2.43670 0.0 0.0 0.0 -0.076
H 0.21233 -3.15442 4.59079 0.0 0.0 0.0 0.473
H -0.33250 -1.57008 4.06953 0.0 0.0 0.0 0.351
Cl 2.01876 -1.46875 -2.40065 0.2 0.2 0.1 -0.058
C 3.32033 -0.26322 -2.28656 0.0 0.1 0.2 -0.608
Cl 3.56467 0.42269 -0.62771 0.0 -0.1 -0.6 -0.090
H 3.05278 0.56953 -2.92300 0.0 0.0 0.0 0.433
H 4.24937 -0.74589 -2.55649 0.0 0.0 0.0 0.442
Cl 4.98559 -4.41337 5.92815 -0.1 0.0 -0.2 -0.239
C 4.49538 -4.10255 4.27366 0.1 -0.1 0.4 0.096
C 3.55904 -4.92144 3.66517 -0.1 0.0 -0.1 -0.639
C 3.16943 -4.66537 2.35897 -0.1 0.1 0.1 -0.643
C 3.68212 -3.57545 1.61481 0.1 -0.1 0.2 0.844
C 3.20576 -3.24875 0.28793 0.3 -0.6 -0.2 -1.522
C 4.64305 -2.78264 2.28288 0.0 0.0 0.0 -0.390
C 5.05465 -3.04506 3.58144 0.0 0.1 -0.1 -0.745
H 3.15610 -5.76544 4.21134 0.0 0.0 0.0 0.468
H 2.46061 -5.33646 1.88090 0.0 0.0 0.0 0.532
H 4.00233 -2.83816 -0.34149 0.0 0.1 0.0 0.408
H 2.78215 -4.11738 -0.22565 0.0 0.0 0.0 0.353
H 5.09351 -1.95333 1.74436 0.1 0.0 0.0 0.466
H 5.80685 -2.43111 4.06250 0.0 0.0 0.0 0.445
C -0.80981 5.76584 -0.42697 0.1 -0.1 0.1 -0.847
C -1.99478 6.28997 -1.23292 0.0 0.0 0.1 -0.735
C -2.51714 5.32433 -2.29390 0.0 0.0 -0.1 -0.365
C -3.00052 3.97982 -1.75098 0.2 -0.1 0.1 -0.944
N -1.91593 3.00397 -1.55581 0.1 -0.1 -0.1 0.315
C -1.18954 2.33171 -2.47434 -0.3 0.0 -0.1 0.004
S 0.36581 1.75132 -2.04758 -0.1 0.1 0.1 -0.333
N -1.64152 2.07155 -3.70693 0.3 0.1 0.1 0.134
C -2.92154 2.30232 -4.38567 0.1 -0.1 0.2 -0.501
C -2.90933 1.59568 -5.73766 0.0 0.1 0.0 -1.195
C -3.19915 0.09670 -5.68460 -0.1 0.0 0.0 -0.420
C -2.16275 -0.74412 -4.94636 0.1 -0.1 0.1 -0.858
H -0.36731 6.55000 0.18804 0.0 0.0 0.0 0.411
H -0.02190 5.36875 -1.07319 0.0 0.0 0.0 0.276
H -1.10632 4.97260 0.26809 0.0 0.0 0.0 0.089
H -1.71252 7.22400 -1.72243 0.0 0.0 0.0 0.351
H -2.81282 6.54546 -0.55217 0.0 0.0 0.0 0.334
H -1.73553 5.13256 -3.03751 0.0 0.0 0.0 0.309
H -3.34376 5.79613 -2.83208 0.0 0.0 0.0 0.396
H -3.75905 3.55123 -2.39031 -0.1 -0.1 -0.1 0.337
H -3.46749 4.09785 -0.77132 0.0 0.1 0.0 0.475
H -1.33711 3.17615 -0.75004 -0.1 0.0 0.1 -0.220
H -0.93430 1.59939 -4.24676 -0.1 -0.1 -0.1 0.273
H -3.09009 3.37219 -4.51329 0.0 0.0 0.0 0.397
H -3.73321 1.89547 -3.77795 0.0 0.0 0.0 0.401
H -1.94430 1.78215 -6.22396 0.0 0.0 0.0 0.407
H -3.65363 2.08228 -6.37010 0.0 0.0 0.0 0.350
H -3.28817 -0.26579 -6.71058 0.0 0.0 0.0 0.350
H -4.18273 -0.05281 -5.22821 0.0 0.0 0.0 0.315
H -1.15922 -0.60077 -5.36005 0.0 0.0 0.0 0.292
H -2.39170 -1.80754 -5.02788 0.0 0.0 0.0 0.408
H -2.11166 -0.50439 -3.88152 0.0 0.0 0.0 0.030
```
Positions in Å, forces in eV/Å.

Lowest unoccupied orbital energy (spin up / spin down) = -1.9 / -1.9 eV
Spin multiplicity = 8
Total charge = +1
Calculated total energy = -105511.580 eV
F_max = 0.72 eV/Å
Frontier orbital gap (spin up / spin down) = 6.4 / 6.6 eV
<S²> = 15.760



Molecular formula: C27H52ClN9O
Method: DFT, ωB97M-V/def2-TZVPD

```
90
Properties=species:S:1:pos:R:3:forces:R:3:mulliken_charge:R:1
C 3.72841 -15.07861 -4.73738 0.2 -2.2 -0.5 -1.081
C 2.55544 -15.90831 -4.29018 -3.5 5.6 0.3 0.544
O 1.44552 -15.37856 -4.25236 2.4 -3.2 0.0 -0.433
N 2.83696 -17.22352 -3.64921 -1.3 -1.2 -1.3 -0.130
H 3.77423 -17.48061 -3.92403 0.5 -0.4 0.0 0.385
H 2.86171 -16.99404 -2.66594 -0.3 -0.4 0.8 0.358
C 1.80859 -18.35615 -4.08807 -0.1 1.2 -0.7 -0.777
H 3.98857 -15.66850 -5.61627 1.1 0.0 -0.4 0.393
H 4.49689 -15.17000 -3.96979 0.3 0.3 -0.3 0.341
H 3.54319 -14.07917 -5.13098 -0.5 -0.2 0.7 0.317
H 1.85980 -18.40317 -5.17585 0.8 -0.1 0.0 0.374
H 0.79101 -17.97642 -3.99611 0.2 0.1 1.0 0.359
H 1.97541 -19.33985 -3.64922 0.3 0.5 0.3 0.345
C 10.68057 -21.59865 -10.37751 -0.8 -0.8 0.8 -1.195
C 9.51338 -22.15131 -9.48442 1.3 0.7 0.0 -0.301
N 8.39568 -22.69434 -10.21192 -4.9 -2.0 -1.9 0.200
C 8.45595 -23.52163 -11.35703 -1.7 1.6 0.4 -0.309
C 7.13650 -23.76750 -11.74955 1.8 -0.4 -0.5 -0.467
N 6.27736 -23.25335 -10.82252 1.0 0.7 0.9 0.122
C 6.99390 -22.63543 -9.91974 4.0 1.5 1.0 -0.133
C 4.82956 -23.36021 -10.83443 -0.9 -0.3 -1.6 -0.802
H 11.45875 -21.34086 -9.65911 0.0 0.2 -0.2 0.365
H 10.35861 -20.71604 -10.93018 0.1 -0.1 -0.1 0.317
H 11.10631 -22.36873 -11.02080 -0.1 0.1 -0.1 0.399
H 9.16986 -21.29202 -8.90846 -0.2 -0.3 0.2 0.306
H 9.88599 -22.94447 -8.83621 0.1 0.2 0.2 0.312
H 9.40461 -23.66185 -11.85379 -0.3 -0.3 0.0 0.357
H 6.74329 -24.17749 -12.66808 0.2 -0.3 0.2 0.434
H 6.65168 -22.03270 -9.09149 -0.3 -0.3 0.0 0.374
H 4.26495 -23.19152 -9.91744 0.9 -0.4 0.3 0.316
H 4.65418 -24.32908 -11.30201 -0.4 -0.1 0.6 0.349
H 4.38736 -22.64884 -11.53192 0.4 0.3 -0.1 0.353
C 12.02321 -13.57532 -7.33143 -0.8 1.0 -0.3 -1.035
C 10.89476 -12.47953 -7.11109 1.5 -0.6 -0.1 -0.471
N 10.00948 -12.26579 -8.28092 -2.2 1.6 -2.9 0.200
C 9.02896 -13.16463 -8.75718 0.2 1.3 -0.2 -0.356
C 8.31283 -12.57286 -9.79584 1.0 -0.3 1.5 -0.434
N 8.82575 -11.30041 -9.97701 1.1 -0.7 2.8 0.108
C 9.83532 -11.11088 -9.07774 -1.0 -1.9 0.6 -0.075
C 8.36230 -10.30590 -10.94703 1.2 -1.0 -0.9 -0.724
H 12.59240 -13.39289 -8.24295 -0.3 -0.1 -0.2 0.333
H 11.54371 -14.55416 -7.32470 0.2 0.0 -0.2 0.314
H 12.79034 -13.56248 -6.55720 -0.4 0.2 0.4 0.364
H 11.31408 -11.50082 -6.87786 0.0 -0.1 0.0 0.348
H 10.32040 -12.82655 -6.25214 -0.4 0.3 -0.2 0.303
H 8.87146 -14.08640 -8.21687 0.0 0.0 -0.4 0.421
H 7.43825 -12.93457 -10.31612 0.2 0.0 -0.1 0.434
H 10.27313 -10.12792 -8.98551 0.5 -0.3 0.3 0.335
H 7.29013 -10.39581 -11.12157 0.2 0.3 0.3 0.279
H 8.90555 -10.66535 -11.82098 -0.4 0.5 -0.6 0.389
H 8.76229 -9.31585 -10.72815 -0.5 -0.1 0.3 0.268
C 8.46351 -19.90772 -18.05951 -2.1 0.3 0.6 -1.114
C 7.80448 -19.01798 -16.99919 2.0 1.6 -0.5 -0.478
N 6.49276 -18.40858 -17.29891 1.3 -0.7 2.2 0.166
C 6.17622 -17.78021 -18.47095 -4.2 -0.4 1.8 -0.264
C 4.80257 -17.45401 -18.24425 2.2 -0.4 -0.3 -0.425
N 4.43030 -17.81706 -16.94083 1.5 0.1 -2.1 0.130
C 5.54050 -18.32913 -16.32824 -1.7 0.0 -2.7 -0.082
C 3.06058 -17.52397 -16.49022 0.2 0.8 1.0 -0.775
H 8.35868 -19.44440 -19.04055 0.1 -0.2 0.0 0.340
H 7.84188 -20.80040 -17.99030 1.1 -0.8 -0.7 0.338
H 9.51667 -19.88244 -17.77965 -0.1 -1.0 -0.2 0.344
H 8.55172 -18.22515 -17.03296 -0.5 0.8 0.8 0.322
H 7.85088 -19.43396 -15.99275 -0.5 -0.1 -0.2 0.375
H 6.78560 -17.80834 -19.36217 -0.1 0.2 0.2 0.380
H 4.14951 -16.99941 -18.97449 -0.3 0.0 0.4 0.394
H 5.48203 -18.78566 -15.35122 0.6 0.1 -0.1 0.363
H 3.11256 -16.47090 -16.21375 -0.5 0.0 0.0 0.368
H 2.75111 -18.06851 -15.59814 0.4 -0.2 -0.2 0.320
H 2.30835 -17.66624 -17.26611 0.5 -0.1 -0.2 0.299
C -3.12543 -22.61523 -8.78655 -0.5 -0.7 0.3 -1.128
C -4.25122 -21.57354 -8.92784 1.5 -0.8 -0.6 -0.313
N -3.71231 -20.23127 -8.77638 -0.2 5.3 3.6 0.209
C -2.60091 -19.73661 -9.44597 -0.8 1.9 1.1 -0.267
C -2.37242 -18.40023 -9.00555 -0.3 -2.5 -0.5 -0.592
N -3.28688 -18.08921 -8.03713 -1.8 -3.6 -1.1 0.113
C -4.15412 -19.17954 -7.86343 2.8 -1.3 -3.3 -0.129
C -3.61817 -16.72256 -7.76043 -1.7 1.0 0.9 -0.865
H -3.62757 -23.55897 -8.99939 0.3 -0.1 -0.8 0.358
H -2.69055 -22.87665 -7.82185 -0.2 1.0 0.4 0.315
H -2.30666 -22.37563 -9.46500 -0.2 -0.5 -0.1 0.359
H -5.10283 -21.82713 -8.29651 0.0 0.6 -0.1 0.369
H -4.45974 -21.58541 -9.99765 -0.9 -0.4 0.1 0.265
H -2.19218 -20.36449 -10.22386 0.4 0.5 0.1 0.422
H -1.68287 -17.61214 -9.26978 0.2 -0.5 -0.4 0.505
H -5.08870 -19.24234 -7.32582 0.2 0.2 0.2 0.372
H -3.98642 -16.21025 -8.64927 0.6 -0.1 -0.3 0.385
H -2.85867 -16.14424 -7.23432 0.1 -0.3 -0.2 0.294
H -4.53163 -16.75161 -7.16641 0.2 0.1 0.5 0.330
Cl 3.91412 -17.71180 -10.01069 0.1 -0.1 0.2 -0.995
```
Positions in Å, forces in eV/Å.

Lowest unoccupied orbital energy = -7.6 eV
Spin multiplicity = 1
Total charge = +4
Calculated total energy = -56786.242 eV
F_max = 6.56 eV/Å
Frontier orbital gap = 5.8 eV